{
  "formula": "C36H85Cl2N4O8",
  "method": "ωB97M-V/def2-TZVPD",
  "symbols": ["C", "C", "Cl", "C", "Cl", "C", "O", "C", "C", "N", "C", "C", "C", "O", "C", "C", "C", "N", "N", "N", "H", "H", "H", "H", "H", "H", "H", "H", "H", "H", "H", "H", "H", "H", "H", "H", "H", "H", "H", "H", "H", "H", "H", "H", "H", "C", "C", "O", "C", "C", "H", "H", "H", "H", "H", "H", "H", "H", "H", "H", "C", "C", "O", "C", "C", "H", "H", "H", "H", "H", "H", "H", "H", "H", "H", "C", "C", "O", "C", "C", "H", "H", "H", "H", "H", "H", "H", "H", "H", "H", "C", "C", "O", "C", "C", "H", "H", "H", "H", "H", "H", "H", "H", "H", "H", "C", "C", "O", "C", "C", "H", "H", "H", "H", "H", "H", "H", "H", "H", "H", "C", "C", "O", "C", "C", "H", "H", "H", "H", "H", "H", "H", "H", "H", "H"],
  "positions_angstrom": [[3.328, 0.275, 1.644], [2.162, -0.427, 1.015], [2.001, -2.055, 1.563], [1.281, 0.109, 0.124], [0.032, -0.833, -0.579], [1.362, 1.550, -0.314], [0.736, 1.733, -1.560], [1.189, 2.933, -2.123], [0.827, 4.161, -1.297], [0.821, 3.977, 0.199], [1.846, 4.865, 0.864], [3.273, 4.511, 0.507], [4.229, 5.687, 0.836], [5.463, 5.247, 1.346], [0.880, 2.561, 0.746], [-0.355, 2.268, 1.607], [-1.759, 2.097, 0.952], [-1.914, 2.524, -0.425], [-2.699, 2.879, 1.801], [-2.153, 0.696, 0.953], [4.150, -0.426, 1.762], [3.701, 1.098, 1.039], [3.078, 0.642, 2.640], [2.430, 1.753, -0.463], [2.267, 2.888, -2.305], [0.709, 3.048, -3.091], [-0.165, 4.495, -1.587], [1.498, 4.970, -1.571], [-0.071, 4.349, 0.513], [1.600, 5.892, 0.600], [1.680, 4.768, 1.936], [3.396, 4.236, -0.537], [3.592, 3.665, 1.117], [3.738, 6.386, 1.516], [4.460, 6.191, -0.099], [5.324, 4.643, 2.075], [1.703, 2.567, 1.459], [-0.121, 1.391, 2.207], [-0.422, 3.078, 2.338], [-1.587, 3.442, -0.661], [-1.652, 1.820, -1.097], [-3.601, 2.820, 1.338], [-2.440, 3.858, 1.682], [-1.626, 0.172, 1.638], [-3.116, 0.632, 1.252], [-4.052, 3.066, 8.147], [-4.526, 4.127, 7.171], [-3.795, 4.172, 5.958], [-3.806, 2.992, 5.173], [-5.193, 2.551, 4.737], [-2.996, 3.209, 8.383], [-4.626, 3.127, 9.072], [-4.173, 2.057, 7.749], [-4.397, 5.114, 7.615], [-5.597, 4.011, 6.968], [-3.292, 2.180, 5.694], [-3.215, 3.227, 4.292], [-5.829, 2.289, 5.583], [-5.120, 1.672, 4.095], [-5.690, 3.348, 4.181], [-1.001, -4.510, -0.397], [-0.241, -5.694, 0.179], [-0.645, -6.945, -0.333], [-0.500, -7.119, -1.733], [0.926, -6.983, -2.236], [-2.073, -4.625, -0.229], [-0.668, -3.587, 0.079], [-0.842, -4.405, -1.471], [-0.421, -5.754, 1.253], [0.839, -5.554, 0.048], [-1.163, -6.436, -2.276], [-0.860, -8.128, -1.933], [1.328, -5.982, -2.070], [0.953, -7.178, -3.309], [1.581, -7.694, -1.731], [-0.843, -8.059, -7.420], [-1.178, -6.795, -6.648], [-0.156, -6.371, -5.761], [1.096, -6.064, -6.344], [1.047, -4.941, -7.366], [-0.613, -8.875, -6.733], [-1.691, -8.352, -8.038], [0.017, -7.926, -8.078], [-2.048, -6.979, -6.019], [-1.453, -5.985, -7.333], [1.548, -6.961, -6.781], [1.733, -5.768, -5.510], [0.431, -5.197, -8.228], [2.052, -4.725, -7.731], [0.637, -4.035, -6.918], [0.376, -0.641, 8.146], [-0.128, 0.540, 7.336], [0.510, 0.695, 6.077], [0.375, -0.387, 5.180], [-1.057, -0.696, 4.774], [1.452, -0.564, 8.306], [-0.119, -0.665, 9.116], [0.179, -1.594, 7.652], [0.080, 1.465, 7.872], [-1.212, 0.485, 7.212], [0.865, -1.282, 5.576], [0.943, -0.090, 4.294], [-1.666, -1.012, 5.621], [-1.071, -1.502, 4.038], [-1.530, 0.188, 4.337], [7.781, 9.286, 0.373], [6.994, 8.279, -0.446], [5.966, 8.844, -1.242], [6.381, 9.792, -2.213], [7.357, 9.245, -3.240], [7.113, 9.858, 1.018], [8.511, 8.770, 0.997], [8.323, 9.992, -0.256], [6.484, 7.588, 0.227], [7.669, 7.674, -1.063], [6.794, 10.682, -1.726], [5.465, 10.107, -2.712], [8.297, 8.930, -2.787], [7.587, 10.012, -3.979], [6.928, 8.384, -3.755], [-7.408, -6.913, -5.041], [-6.307, -7.584, -5.844], [-5.002, -7.131, -5.530], [-4.585, -7.319, -4.189], [-4.571, -8.772, -3.743], [-7.371, -5.831, -5.173], [-8.382, -7.272, -5.373], [-7.325, -7.124, -3.974], [-6.438, -7.356, -6.901], [-6.370, -8.674, -5.747], [-5.192, -6.712, -3.509], [-3.570, -6.921, -4.143], [-5.566, -9.216, -3.759], [-4.191, -8.844, -2.723], [-3.930, -9.365, -4.396]],
  "forces_ev_per_angstrom": [[0.0019, 0.0328, -0.1026], [-0.8282, 0.5857, -0.8086], [-0.1731, 0.0449, -0.1325], [0.7921, -0.7982, 1.0928], [0.1396, -0.0345, -0.0561], [0.2439, 0.1122, -0.2967], [-0.0500, 0.0033, 0.0969], [0.1049, -0.0197, -0.2294], [-0.3055, 0.0952, -0.5599], [0.3768, 0.3920, -0.1253], [-0.0351, 0.0489, 0.0309], [0.2930, 0.1495, 0.4177], [-0.1337, -0.4415, -0.2042], [0.1005, 0.0872, -0.3377], [-0.0111, -0.8406, 0.4500], [-0.0206, 0.1799, -0.4345], [-0.7019, -0.0638, 0.2842], [-0.1656, -0.1423, 0.0133], [0.7252, -0.0225, -0.4394], [0.0389, 0.2168, 0.3540], [0.0293, -0.0750, 0.0101], [-0.0716, 0.1604, -0.0682], [-0.0434, 0.0409, 0.0939], [0.1141, 0.1007, 0.0290], [0.1199, -0.0539, 0.1271], [-0.0318, -0.0555, -0.0634], [-0.1186, -0.0221, 0.1468], [0.1294, 0.0933, 0.2711], [-0.1340, -0.0857, 0.0366], [-0.0460, 0.0341, -0.2179], [-0.0040, -0.0081, 0.0734], [-0.0803, -0.0957, -0.1208], [0.0056, -0.1879, -0.0908], [0.0128, 0.1196, 0.0714], [-0.0045, 0.3495, 0.0835], [-0.0141, -0.0550, 0.3181], [0.0333, 0.1574, 0.1068], [0.0451, -0.0862, 0.0265], [-0.0095, 0.0677, 0.0870], [-0.0907, 0.1615, -0.0746], [0.2225, -0.0073, -0.0043], [-0.1528, -0.0793, 0.0433], [-0.1378, 0.1166, 0.2979], [0.0169, -0.0685, 0.0212], [-0.1932, -0.0707, -0.1726], [0.0766, -0.0750, -0.0947], [-0.1087, 0.0110, 0.0822], [0.1070, 0.0899, -0.0601], [-0.0950, 0.0345, -0.0130], [-0.0424, 0.0482, 0.0462], [0.0164, 0.0105, 0.0237], [0.0016, 0.0231, 0.0126], [-0.0546, -0.0003, 0.0196], [0.0154, 0.0235, -0.0380], [0.0073, -0.0418, -0.0009], [0.0167, -0.1126, 0.1018], [0.0587, 0.0149, -0.0083], [0.0175, -0.0581, -0.0040], [0.0192, 0.0051, -0.0121], [0.0030, -0.0032, -0.0111], [-0.0507, -0.0357, -0.0920], [0.0673, 0.0947, 0.0444], [-0.0603, -0.1006, 0.0696], [-0.0126, 0.0107, -0.1417], [0.0687, 0.0123, 0.0525], [-0.0073, -0.0021, 0.0209], [0.0042, -0.0051, 0.0485], [0.0521, 0.0262, 0.0104], [-0.0085, -0.0443, 0.0049], [-0.0114, 0.0257, -0.0436], [0.0354, 0.0317, -0.0105], [-0.0195, -0.0195, 0.0482], [-0.0329, 0.0223, -0.0522], [-0.0363, 0.0005, -0.0098], [-0.0121, -0.0120, 0.0030], [0.1392, 0.0207, 0.0164], [-0.1206, -0.0811, -0.0892], [-0.0169, 0.0353, 0.2249], [0.0779, -0.0115, -0.0683], [-0.0914, 0.0115, -0.0002], [-0.0243, -0.0141, 0.0058], [-0.0301, -0.0023, 0.0200], [-0.0383, 0.0189, -0.0460], [0.0034, 0.0499, 0.0360], [0.0445, -0.0039, -0.0300], [-0.0215, 0.0068, -0.0453], [-0.0206, -0.0169, 0.0375], [0.0395, -0.0296, -0.0251], [0.0155, 0.0004, 0.0155], [0.0077, 0.0054, 0.0058], [0.0668, -0.0422, -0.1133], [0.0222, -0.0256, 0.1919], [0.0352, 0.1636, -0.1139], [0.0402, -0.1109, -0.1037], [-0.0232, 0.0945, 0.0145], [0.0026, 0.0110, 0.0221], [-0.0011, 0.0249, 0.0168], [-0.0583, -0.0010, 0.0310], [0.0139, 0.0382, -0.0388], [-0.1073, -0.0327, -0.0502], [-0.0490, -0.0257, 0.0028], [0.0429, 0.0027, 0.0001], [0.0051, -0.0523, -0.0044], [0.0228, -0.0138, -0.0054], [-0.0209, 0.0213, 0.0101], [-0.0567, 0.1114, -0.0825], [0.0787, -0.0836, 0.0885], [-0.1657, -0.0923, 0.0223], [0.0439, 0.0969, -0.0693], [0.0062, -0.0986, 0.0622], [-0.0005, -0.0075, 0.0221], [-0.0126, -0.0251, 0.0128], [0.0496, -0.0354, -0.0037], [0.0021, -0.0113, -0.0123], [0.0246, 0.0424, -0.0178], [0.0436, -0.0229, 0.0121], [-0.0364, -0.0137, 0.0287], [0.0226, 0.0564, -0.0036], [-0.0184, 0.0129, -0.0110], [-0.0051, 0.0074, -0.0168], [0.0755, 0.0432, 0.0788], [-0.1062, -0.0476, -0.0371], [0.1425, 0.0742, -0.0557], [0.0118, -0.0503, 0.0998], [-0.0408, -0.0296, -0.0689], [-0.0121, 0.0071, -0.0170], [-0.0054, 0.0018, -0.0291], [-0.0298, -0.0515, -0.0081], [0.0466, 0.0079, -0.0142], [-0.0044, 0.0026, 0.0470], [-0.0340, -0.0338, 0.0069], [-0.0038, 0.0530, -0.0572], [-0.0140, 0.0182, 0.0566], [0.0230, 0.0139, 0.0028], [0.0158, 0.0013, 0.0055]],
  "homo_energy_ev": -10.7,
  "energy_ev": -86085.729,
  "charge": 1,
  "mol_weight_g_mol": 773.00,
  "homo_lumo_gap_ev": 7.8658
}